1.
21
Properties=species:S:1:pos:R:3:forces:R:3 method="wB97M-V/def2-TZVPD" spin_multiplicity=1 total_energy_ha=-638.5568 lumo_ev=-0.21 homo_ev=-9.23 e_above_lowest_kcal_mol=70.1
H -1.042938 2.010877 -1.295500 0.9 0.7 -0.5
H -2.386758 -1.795866 -1.067386 0.8 0.0 -0.1
C 1.758650 1.306788 -0.894974 0.5 0.9 -0.8
H 2.223675 1.021232 -1.849889 -0.5 0.2 0.0
C 0.850266 0.332297 -0.210158 2.5 -0.6 1.5
H -0.619868 -1.226951 2.344439 0.0 1.0 -0.9
H 2.957829 -1.409755 1.318917 0.0 2.0 -0.8
C 2.125839 0.385107 0.228592 -3.0 0.1 -1.2
H -1.133198 0.529969 2.303721 -0.3 -0.9 0.2
H 1.547745 2.415296 -0.854059 0.5 -1.1 0.5
H -2.289538 -0.948375 2.051754 1.3 1.4 -0.6
C -1.712353 1.328455 -0.859373 -1.6 -1.8 1.7
H -0.764198 -1.617761 -1.966364 -1.0 0.0 1.3
H -2.299259 0.778185 -1.618404 -0.2 0.9 0.2
C 3.172793 -0.308198 0.921360 1.6 -1.3 1.4
H -0.887208 -2.499763 -0.454015 0.4 -1.3 0.7
O 4.294326 0.148480 1.087252 -1.1 -0.4 -0.2
Si -0.929003 -0.154632 0.026708 0.7 0.6 -0.9
C -1.286290 -1.661861 -0.945594 -0.3 0.5 -2.3
H -2.318385 1.831338 -0.081951 -0.2 0.0 -0.8
C -1.262128 -0.464862 1.814932 -1.0 -0.8 1.7

2.
21
Properties=species:S:1:pos:R:3:forces:R:3 method="wB97M-V/def2-TZVPD" spin_multiplicity=1 total_energy_ha=-956.3330 lumo_ev=-0.51 homo_ev=-8.26 e_above_lowest_kcal_mol=153.1
H 0.385651 -1.120631 0.031558 -0.7 0.0 -1.1
H -0.650783 -1.142623 -1.585761 0.5 -0.8 1.5
H 2.844255 2.733888 -0.739477 0.3 -1.0 1.4
H -1.071287 -3.216121 -0.456855 -0.7 -1.8 -0.9
H 3.522523 0.134479 0.678259 0.7 -0.9 1.0
H -2.349727 -2.332801 0.509249 -0.8 0.0 -0.6
P -1.556815 0.306567 -0.012644 1.2 -1.1 -0.4
H 3.015668 2.528194 0.967909 0.3 1.4 2.7
C 0.230360 1.335487 -0.376139 -2.6 -0.5 0.9
C 2.779811 1.979092 0.148055 -1.4 0.2 -5.0
H 4.755015 1.207427 -0.199630 0.3 -0.2 0.7
H -5.039219 0.454007 -0.628334 -1.9 -1.0 -2.8
C 1.355505 1.585323 0.003844 0.6 0.3 0.2
H -0.822687 -2.794142 1.130585 0.2 0.5 0.1
P -4.528978 0.977566 0.444673 0.9 2.4 1.9
H 3.539591 0.361180 -0.998879 -0.5 -0.6 -1.3
C 3.745012 0.834526 -0.082542 -0.3 1.1 -0.1
C -3.183593 -0.109073 0.180118 4.2 1.4 -0.5
C -1.336028 -2.464130 0.222987 2.2 0.7 -0.1
C -0.618504 -1.239070 -0.448004 -1.0 0.8 1.2
H -5.015765 -0.019144 1.211034 -1.4 -0.8 1.2

3.
27
Properties=species:S:1:pos:R:3:forces:R:3 method="wB97M-V/def2-TZVPD" spin_multiplicity=1 total_energy_ha=-911.8124 lumo_ev=0.28 homo_ev=-8.92 e_above_lowest_kcal_mol=8.8
H -0.087222 -0.340611 5.565238 0.2 0.3 -0.4
H 1.575660 -1.713483 4.190944 -0.6 -0.5 1.4
C -0.448423 1.532376 -0.330454 1.1 1.1 0.5
H 0.342674 1.854609 0.392011 -0.5 -0.2 -0.5
H -1.261040 3.618166 -0.463431 1.0 0.9 -0.1
C -0.876835 0.146134 0.086005 -2.1 -0.7 0.9
H 0.066471 1.524493 -1.298821 -0.3 -0.2 -0.1
H 2.299131 -1.032437 2.972315 1.8 0.9 -1.7
O -0.138343 -1.945709 0.945664 -0.8 -3.3 3.1
C 0.297826 -0.847444 0.313672 0.6 3.3 -3.1
H -1.682354 -0.243237 -0.668200 1.6 0.3 1.2
I -1.245436 3.094563 5.745023 0.0 -0.2 0.1
N -0.080671 1.995621 3.246460 0.6 0.1 0.9
C -1.528959 2.615982 -0.258336 -1.6 -1.2 3.7
N 0.561770 1.003797 2.700066 -0.3 0.6 -0.5
H -2.442312 2.499921 -0.826766 -0.2 -0.7 -0.4
C -0.354574 1.674517 4.560443 -0.1 -1.0 -1.7
H 0.547460 -1.087685 -0.759236 0.6 -0.3 1.1
H -1.898972 2.595520 0.922072 0.8 0.3 -2.9
H 1.161656 -0.334075 0.827623 -0.9 -0.5 -0.6
B 0.136411 -2.310464 2.259914 3.6 4.6 -1.2
H -1.430000 0.151641 1.092914 0.6 0.4 -1.3
C 0.006520 0.346015 4.722694 0.2 0.5 0.5
H -0.864712 -3.941683 2.472158 -0.8 -0.7 -0.6
O -0.266842 -3.354088 2.903338 -0.4 -1.4 1.7
C 1.336890 -1.181471 3.310860 -3.4 -3.3 -2.3
N 0.615028 0.006525 3.545790 -0.6 1.0 2.4

4.
26
Properties=species:S:1:pos:R:3:forces:R:3 method="wB97M-V/def2-TZVPD" spin_multiplicity=3 total_energy_ha=-2026.6459 lumo_ev="0.77 / -0.79" homo_ev="-9.13 / -9.19"
C -3.505190 -2.146718 1.056584 0.1 -0.4 -0.1
H 1.615698 -1.755249 0.971782 0.9 -0.4 0.0
C -3.553120 -1.008522 1.860656 0.9 0.0 -0.7
C 1.281095 1.417393 3.823217 -0.1 0.2 0.2
H -1.785496 -2.925239 -0.174938 0.1 0.2 0.3
C -2.219925 -2.204989 0.511542 -0.6 1.8 1.2
H -0.692299 -0.087316 -3.926779 0.3 0.2 -0.1
N -0.615146 1.011519 2.730003 1.5 -0.7 0.5
H 1.952083 1.795861 4.570274 0.2 0.0 0.0
C 0.279798 -0.463497 -3.601783 -0.5 -1.0 1.1
H 0.368813 -1.522382 -3.899588 0.1 0.5 0.0
Ni 0.285507 -1.094397 0.988320 1.2 -1.7 -2.0
H -4.316767 -2.834908 0.896894 0.1 -0.1 0.1
N 0.411016 0.322170 2.067828 0.7 4.1 2.7
C -0.105626 1.590347 3.827470 0.4 -0.4 -1.1
H -0.791079 2.053731 4.521072 0.3 0.2 0.0
H -4.294803 -0.691104 2.579200 -0.1 0.2 -0.4
H -2.705914 1.046242 3.496852 0.1 -0.1 -0.3
H 0.306644 -0.429294 -2.498076 -0.2 -0.1 -0.4
H -2.576377 1.978996 1.754756 0.6 -0.3 -0.1
C 1.584907 0.646048 2.706350 -2.0 0.0 0.3
B -2.146169 1.044340 2.409959 0.2 -0.3 0.2
H 2.530709 0.263084 2.353955 -0.2 -0.1 0.0
N -2.404182 -0.326780 1.721518 -0.2 -2.4 -0.1
N -1.523159 -1.105557 0.968623 -4.0 0.0 -0.5
H 1.130810 0.106389 -3.913973 0.2 0.4 -0.6

5.
26
Properties=species:S:1:pos:R:3:forces:R:3 method="wB97M-V/def2-TZVPD" spin_multiplicity=5 total_energy_ha=-608.2043 lumo_ev="-9.93 / -11.67" homo_ev="-17.19 / -18.15" total_charge=+2 e_above_lowest_kcal_mol=3.9
H 0.557697 1.458340 2.358499 0.3 0.4 0.0
H -1.972076 -1.844804 1.867335 -0.5 -0.6 -0.1
N 0.179204 -2.062747 0.904922 0.2 -0.2 1.2
H 2.736210 -4.032161 0.437789 0.1 -0.2 -0.1
Os 0.272922 0.446987 1.150263 3.2 3.1 -1.0
C -1.481226 1.331072 -1.305101 -0.8 -0.5 0.5
H 0.544433 4.252533 -0.385190 0.0 0.2 0.0
H -0.026747 -4.146539 0.680110 0.2 0.0 -0.1
H 3.348146 -1.351044 0.831507 0.1 -0.3 0.1
N -1.173130 0.831356 -0.071147 -0.4 -0.8 -1.7
B -1.199079 -1.332570 1.164247 -0.6 -0.8 0.9
H -1.003196 2.245169 -1.620675 -0.3 0.2 -0.1
C 1.410468 3.987949 -0.990441 0.0 -0.6 0.8
H 1.235249 4.255707 -2.004095 -0.1 0.3 -0.8
N 1.277236 -1.198228 1.150547 0.4 -1.5 -1.1
H -2.895349 0.646981 -2.827804 -0.2 -0.1 -0.3
C 0.666757 -3.315430 0.739896 -0.4 1.5 -0.3
C -2.402023 0.466638 -1.897320 0.4 0.9 0.3
H -3.245721 -1.464102 -1.120675 0.2 -0.1 0.0
C 2.409179 -1.884467 0.840975 -0.6 -0.8 0.6
C 2.057763 -3.223927 0.626482 0.4 0.8 0.3
C -2.573460 -0.619121 -1.037341 0.9 0.1 -0.2
H 1.549907 2.894491 -0.944123 0.2 0.2 0.0
H 2.298570 4.497139 -0.617073 -0.1 -0.1 0.0
N -1.701450 -0.489102 -0.029403 -1.1 0.7 0.6
H -0.870283 -0.350119 2.097817 -1.7 -1.8 0.6

6.
26
Properties=species:S:1:pos:R:3:forces:R:3 method="wB97M-V/def2-TZVPD" spin_multiplicity=3 total_energy_ha=-584.6695 lumo_ev="-11.03 / -10.32" homo_ev="-17.22 / -17.21" total_charge=+2 e_above_lowest_kcal_mol=8.4
C 2.104120 -2.274280 -1.375899 -0.4 1.4 -1.7
C -0.212861 2.014933 3.094856 -0.5 0.8 -1.2
H 2.047232 -3.186816 0.646667 -0.4 0.3 0.1
H -2.225732 1.767352 -1.014996 -0.9 0.5 -0.4
N 0.672612 -1.597975 0.177942 -0.4 -0.4 -0.3
H -1.324796 0.025209 -3.388893 0.3 -0.2 0.0
C -0.652339 2.314909 1.811687 0.5 -0.7 2.2
H -1.919425 1.522468 -1.944275 -1.0 1.3 -0.8
C -0.012361 0.624109 3.112818 0.0 -0.5 -1.0
N 0.451565 -0.843186 -0.973180 0.6 0.3 0.2
H -0.842994 3.262157 1.371488 -0.3 0.5 -0.3
H 0.280087 -2.019983 2.375896 -0.5 0.5 -0.8
H 0.044602 1.278018 -3.174006 0.5 -0.2 0.3
N -0.289263 0.108874 1.912877 0.2 0.1 0.5
C 1.380766 -1.206741 -1.915857 0.3 -1.4 1.5
H 2.873780 -2.772345 -1.915411 0.5 -0.4 0.0
N -0.736870 1.143532 1.096180 0.3 0.5 -1.1
H 0.345916 -0.002963 3.925413 -0.1 0.0 -0.3
W -0.826377 0.730157 -0.881459 2.4 -2.5 2.6
C -1.006002 1.006939 -3.020172 -1.1 0.3 -0.1
B -0.258000 -1.399589 1.439246 0.2 -1.2 1.3
H -1.520244 1.733326 -3.638598 -0.3 0.2 -0.1
H 1.426323 -0.658987 -2.843570 0.2 -0.3 -0.1
H -1.407775 -1.790484 1.291188 0.4 0.4 -0.5
H -0.040517 2.703646 3.907845 0.0 0.0 -0.1
C 1.648563 -2.482288 -0.077796 -0.6 1.0 0.2

7.
31
Properties=species:S:1:pos:R:3:forces:R:3 method="wB97M-V/def2-TZVPD" spin_multiplicity=1 total_energy_ha=-6406.1418 lumo_ev=-0.78 homo_ev=-9.87
C 0.662054 -1.416077 0.297033 -1.2 -0.2 0.3
H -5.538753 0.915624 1.044437 0.1 0.0 0.0
H -2.592162 2.792801 -0.387892 0.0 0.0 0.0
H -3.065245 0.706760 0.928232 0.0 -0.2 -0.1
C -2.813522 1.843159 -0.878018 0.2 -0.1 0.0
O 0.731904 -2.733618 0.828454 -0.3 1.1 0.9
C 4.038202 -0.821070 -0.556652 1.2 0.0 -0.1
H -5.561907 1.776849 -0.486203 0.1 0.1 0.0
N 1.924490 -0.650427 0.464415 -0.1 1.5 -1.6
H -0.118995 -0.895338 0.873596 0.2 -0.5 -0.1
O -3.879723 -0.305215 -0.638806 0.2 -0.2 0.2
C -3.633729 0.935561 0.024693 -0.4 0.3 -0.5
C -4.957464 1.581391 0.404311 -0.1 -0.1 0.2
Br 2.076922 -0.268805 -2.505844 -0.4 -0.2 0.8
N 1.978933 -3.365185 0.549493 0.2 -0.5 -0.8
Br 5.250934 -0.763902 -2.060920 -0.4 -0.1 0.9
H 5.770294 -1.165028 0.703272 -0.5 0.0 -0.2
H 4.322075 -2.024265 1.226739 -0.1 0.5 -0.1
H -4.800731 2.523898 0.931993 0.0 0.0 0.0
O 0.978178 1.100323 2.098881 0.8 -0.6 0.9
H 0.295364 -1.472544 -0.740013 0.6 0.3 0.1
C 4.676608 -1.074125 0.793194 0.6 -0.1 0.1
O 1.942413 -3.845250 -0.507268 0.5 -0.2 0.0
H -3.346939 2.048580 -1.811230 -0.1 0.0 0.1
H -1.872577 1.363453 -1.148191 0.0 0.0 0.1
C 2.740218 -0.619608 -0.732647 0.5 -0.4 -0.4
H -4.382143 -0.117072 -1.440212 0.0 0.0 0.1
H 4.507161 -0.247411 1.502658 -0.2 -0.4 -0.3
S 1.436897 0.958683 0.770931 -1.7 1.0 1.1
F 2.730363 1.859914 0.656373 -0.4 -1.4 -0.3
O 0.500878 1.377942 -0.204811 0.6 0.1 -1.2

8.
22
Properties=species:S:1:pos:R:3:forces:R:3 method="wB97M-V/def2-TZVPD" spin_multiplicity=1 total_energy_ha=-3137.9225 lumo_ev=0.19 homo_ev=-7.86 e_above_lowest_kcal_mol=22.5
C -2.176913 1.254690 0.183132 -1.3 -2.8 0.6
C 1.530551 -1.838344 0.067742 0.6 1.5 -1.2
H -3.752014 -0.190943 -0.167879 -0.5 -0.2 0.1
H 4.016641 1.994135 -1.779150 -1.8 -1.9 0.7
C -3.754816 0.856821 0.102133 2.1 1.1 -1.5
Br 1.427678 0.340311 2.604782 -0.1 0.1 0.1
H 1.496317 -2.980537 1.866156 0.0 0.1 -0.4
H 2.552485 2.148667 0.224265 -0.2 -0.3 -0.6
H 3.341647 0.210789 -2.087619 -0.3 0.6 0.2
Si 1.195328 -0.034975 0.418308 -1.8 0.2 -0.9
H 1.755040 -1.885256 -1.014470 -0.2 -0.4 0.3
H -1.948421 2.046235 -0.461286 0.5 1.0 -1.1
C -1.489053 -0.078681 -0.141847 3.2 0.5 1.8
C 3.253120 1.129473 -1.484357 1.1 1.2 0.1
H -1.700379 -0.867476 0.603304 0.2 0.5 -0.3
H -4.193714 1.035522 1.033691 -0.9 0.0 1.4
H -1.391346 -0.527412 -1.110648 -0.3 0.3 -0.7
H -4.307694 1.421388 -0.676613 0.5 -0.2 0.4
C 1.632951 -2.940405 0.781214 0.2 -0.7 0.2
H -1.837503 1.518449 1.195935 -0.5 0.1 -0.3
C 2.442840 1.251444 -0.414283 0.0 -0.7 0.3
H 1.907257 -3.863893 0.257490 -0.2 0.2 0.4

9.
27
Properties=species:S:1:pos:R:3:forces:R:3 method="wB97M-V/def2-TZVPD" spin_multiplicity=1 total_energy_ha=-1131.9810 lumo_ev=-3.66 homo_ev=-12.15 total_charge=+1 e_above_lowest_kcal_mol=85.3
H -1.324568 -1.372680 1.666655 -0.8 -0.5 0.1
F 0.503587 -0.848804 1.555027 0.3 -0.3 -0.2
C -0.419137 -1.898740 1.405927 0.5 2.6 -0.6
O -1.573953 0.722718 -0.498667 0.3 -1.8 -0.5
H 0.779756 3.719194 3.148598 0.2 -0.3 -0.3
H -0.668880 2.756550 -1.023681 0.6 0.0 1.3
S 0.364437 2.453082 -0.135207 -2.9 1.2 0.6
N 0.529273 0.836203 -1.209415 1.5 0.3 0.5
C -1.480751 -2.406322 -0.951133 -1.1 -2.3 -1.2
H -2.470654 -2.106197 -0.636674 0.1 0.5 0.3
H 1.280754 2.047258 2.870058 -0.1 -1.2 0.9
H 1.173486 -2.079664 -2.307265 2.0 -1.4 0.1
C -0.418044 -1.383355 -1.158574 -0.9 -1.2 -0.4
C -0.067936 2.843599 1.430813 -0.7 -1.8 -2.4
C -0.305078 -2.420497 0.015348 -2.8 3.1 -1.6
H 1.946552 3.219721 1.871265 0.3 0.6 -0.1
N 0.453002 -1.438351 -2.402198 -2.9 1.2 -1.2
H -0.040331 -1.584746 -3.358882 0.6 0.1 2.2
H -1.667264 -3.373860 -1.673413 1.1 2.6 1.7
H -1.003467 2.300458 1.578536 -0.2 0.6 0.7
C -0.585773 0.130506 -0.922728 -0.7 0.0 1.5
H 0.735229 -0.427319 -2.363862 0.9 -0.4 -0.8
F -0.078833 -2.828636 2.245826 0.1 -1.4 1.2
H 1.486142 0.465815 -1.015291 -1.0 0.1 -0.1
O 1.603442 3.002783 -0.482488 3.2 1.1 -1.3
C 1.044591 2.957419 2.393372 -0.2 0.9 0.2
H 0.204419 -3.286133 -0.041946 2.4 -2.5 -0.5

10.
25
Properties=species:S:1:pos:R:3:forces:R:3 method="wB97M-V/def2-TZVPD" spin_multiplicity=1 total_energy_ha=-811.3224 lumo_ev=-3.24 homo_ev=-11.65 total_charge=+1 e_above_lowest_kcal_mol=68.8
H -3.541453 -0.392583 -0.505801 0.8 0.2 0.9
H -1.998089 -2.374132 -0.457908 -1.0 -1.3 -1.2
C 0.875636 2.522225 -0.058428 1.3 1.6 -0.7
H 1.037571 3.065453 0.904288 -0.9 -0.8 -0.3
O -0.271389 1.635352 -0.135827 0.4 -1.2 1.2
N 2.546788 0.745572 0.378859 -3.7 -1.3 -1.1
H 0.276446 -3.273325 -1.009657 -0.3 1.0 0.6
H -0.395361 0.240320 1.574391 0.6 0.7 -1.0
C -2.765651 -0.037516 0.215380 1.4 2.3 -0.6
H 2.243842 1.819284 -1.547056 0.5 -0.4 0.3
N 1.216189 -1.545281 -0.265267 0.3 -0.2 -0.5
H 0.596921 3.293062 -0.837066 0.4 -0.8 1.0
I 4.220618 -0.302276 -0.024974 0.1 0.0 -0.2
C 0.174561 -2.511785 -0.186127 1.1 -2.8 0.1
H -1.491875 -2.201460 1.189348 0.6 0.5 -1.5
H 3.029144 2.741090 -0.235580 -0.1 -0.2 0.1
C 2.297550 1.952925 -0.451010 -1.8 -0.4 -0.2
C -1.188203 -2.022586 0.093459 -1.4 2.4 3.2
C 1.008850 -0.380049 0.008883 4.4 3.1 1.7
C -0.169400 0.365605 0.468875 -1.9 -0.4 -0.8
H 0.407125 -3.089104 0.726769 0.3 -0.1 -0.5
H -1.190967 -0.551818 -1.207400 -0.4 1.2 0.9
H -2.710262 1.109363 0.283536 -0.3 -1.7 -0.7
N -1.353260 -0.501346 -0.173040 0.3 -0.6 -0.6
H -2.855324 -0.306979 1.251349 -0.6 -0.7 0.3